No. 1
ORCA calculation (ωB97M-V with the def2-TZVPD basis set) on the molecule C4H3N.

Geometry as XYZ:
```
8
Properties=species:S:1:pos:R:3:lowdin_charge:R:1
C -1.390 0.212 -0.176 -0.08
C 0.054 0.371 -0.188 -0.05
C 1.254 0.244 -0.155 -0.03
C 2.478 -0.387 -0.037 -0.25
N 3.403 -1.076 0.088 0.15
H -1.954 1.137 -0.319 0.08
H -1.663 -0.234 0.789 0.09
H -1.655 -0.501 -0.967 0.09
```

Results
E_tot, eV: -5684.262
SMILES: CC#CC#N
HOMO level, eV: -10.5
Energy relative to the best compared isomer or geometry (same formula, charge and spin), kJ/mol: 23.7
Net charge: 0


No. 2
ORCA calculation (ωB97M-V with the def2-TZVPD basis set) on a cluster of 11 separate species, C60H100N6 in total.

Geometry as XYZ:
```
166
Properties=species:S:1:pos:R:3:lowdin_charge:R:1
C 3.293 4.199 5.986 -0.09
C 4.501 4.725 5.488 -0.06
C 5.542 3.836 5.311 -0.19
N 5.439 2.524 5.469 0.05
C 4.303 2.065 5.981 -0.15
C 3.214 2.871 6.289 -0.08
H 2.496 4.862 6.163 0.09
H 4.566 5.768 5.156 0.11
H 6.475 4.082 4.850 0.10
H 4.327 1.034 6.361 0.11
H 2.274 2.552 6.768 0.11
C 4.975 4.020 -2.182 -0.09
C 5.792 4.280 -3.282 -0.05
C 5.107 4.586 -4.498 -0.13
N 3.805 4.896 -4.540 0.06
C 3.133 4.791 -3.429 -0.19
C 3.630 4.257 -2.254 -0.09
H 5.367 3.703 -1.219 0.10
H 6.825 4.029 -3.316 0.09
H 5.635 4.667 -5.471 0.11
H 2.145 5.095 -3.450 0.08
H 2.980 4.208 -1.385 0.10
C -3.969 2.106 -2.080 -0.07
C -2.649 2.146 -1.707 -0.08
C -2.194 3.230 -1.002 -0.14
N -2.998 4.233 -0.643 0.07
C -4.221 4.207 -1.013 -0.18
C -4.757 3.191 -1.765 -0.06
H -4.390 1.342 -2.690 0.08
H -1.973 1.263 -1.892 0.10
H -1.100 3.269 -0.735 0.10
H -4.921 4.944 -0.693 0.10
H -5.766 3.260 -2.076 0.10
C 5.063 -2.850 -0.216 -0.06
C 4.338 -2.563 0.966 -0.07
C 3.005 -2.899 1.057 -0.15
N 2.264 -3.501 0.067 0.08
C 2.938 -3.752 -1.051 -0.15
C 4.330 -3.512 -1.183 -0.08
H 6.090 -2.649 -0.427 0.10
H 4.740 -2.159 1.880 0.10
H 2.496 -2.698 1.988 0.09
H 2.401 -4.250 -1.870 0.10
H 4.815 -3.705 -2.120 0.09
C -2.091 0.663 3.189 -0.08
C -2.408 1.957 3.519 -0.06
C -1.476 2.763 4.267 -0.16
N -0.361 2.269 4.725 0.06
C -0.057 1.034 4.362 -0.17
C -0.814 0.173 3.559 -0.06
H -2.693 0.095 2.512 0.10
H -3.382 2.453 3.235 0.12
H -1.824 3.734 4.538 0.10
H 0.982 0.776 4.565 0.10
H -0.509 -0.840 3.321 0.08
C 0.339 4.710 1.560 -0.08
C 0.137 5.486 0.403 -0.08
C 1.068 6.468 0.096 -0.16
N 2.099 6.732 0.928 0.06
C 2.299 5.929 1.999 -0.13
C 1.484 4.828 2.329 -0.08
H -0.391 3.930 1.886 0.10
H -0.793 5.398 -0.193 0.08
H 0.852 6.999 -0.831 0.10
H 3.039 6.281 2.646 0.07
H 1.676 4.244 3.231 0.09
C 0.455 -3.904 4.271 -0.10
C -0.532 -3.927 3.048 -0.24
C -0.233 -5.159 2.170 -0.24
C -1.016 -5.141 0.842 -0.23
C -0.760 -6.441 0.068 -0.27
C -1.769 -6.836 -0.923 -0.11
H 1.484 -4.220 4.052 0.06
H 0.078 -4.662 4.938 0.06
H 0.469 -2.873 4.671 0.06
H -1.517 -3.886 3.458 0.09
H -0.400 -3.074 2.310 0.10
H -0.425 -6.076 2.654 0.09
H 0.782 -5.236 1.835 0.09
H -2.114 -5.186 1.122 0.12
H -0.813 -4.170 0.366 0.09
H 0.208 -6.452 -0.411 0.11
H -0.693 -7.136 0.896 0.10
H -2.797 -6.528 -0.747 0.08
H -1.534 -6.349 -1.863 0.06
H -1.651 -7.843 -1.159 0.05
C -0.324 -4.134 -4.025 -0.10
C -0.489 -3.124 -2.946 -0.29
C -1.668 -2.224 -3.166 -0.23
C -1.679 -1.299 -4.353 -0.21
C -2.970 -0.542 -4.564 -0.28
C -4.164 -1.437 -4.785 -0.11
H 0.665 -4.656 -3.884 0.09
H -0.369 -3.667 -4.999 0.07
H -1.060 -4.894 -3.896 0.06
H -0.465 -3.547 -1.945 0.10
H 0.408 -2.544 -2.961 0.08
H -1.973 -1.687 -2.259 0.10
H -2.537 -2.934 -3.266 0.12
H -0.804 -0.662 -4.341 0.08
H -1.582 -1.951 -5.248 0.12
H -3.217 0.192 -3.732 0.09
H -2.858 0.084 -5.394 0.08
H -4.528 -1.757 -3.825 0.05
H -5.017 -0.972 -5.304 0.08
H -3.843 -2.367 -5.359 0.10
C -0.839 3.560 -5.570 -0.12
C -0.429 2.187 -5.160 -0.28
C 0.780 2.331 -4.224 -0.22
C 1.312 0.966 -3.797 -0.22
C 2.558 1.050 -2.917 -0.25
C 3.175 -0.329 -2.742 -0.11
H -1.332 4.093 -4.725 0.08
H -1.655 3.528 -6.300 0.08
H 0.023 4.139 -5.817 0.07
H -1.226 1.618 -4.737 0.07
H -0.069 1.619 -6.075 0.14
H 0.462 2.951 -3.424 0.10
H 1.536 2.810 -4.823 0.10
H 0.526 0.346 -3.377 0.08
H 1.626 0.530 -4.758 0.12
H 3.230 1.776 -3.397 0.10
H 2.242 1.475 -1.972 0.08
H 3.888 -0.417 -1.931 0.05
H 2.347 -1.049 -2.467 0.06
H 3.613 -0.825 -3.671 0.10
C -0.072 -0.096 -0.191 -0.08
C 0.676 1.061 0.544 -0.21
C 2.090 0.595 1.111 -0.19
C 3.005 1.780 1.454 -0.21
C 4.305 1.342 2.132 -0.27
C 5.220 2.477 2.434 -0.12
H -1.085 0.146 -0.435 0.03
H -0.107 -1.009 0.387 0.06
H 0.369 -0.388 -1.147 0.05
H 0.899 1.918 -0.103 0.08
H 0.118 1.388 1.418 0.07
H 2.575 -0.118 0.444 0.09
H 1.812 0.018 1.975 0.08
H 3.253 2.350 0.548 0.11
H 2.474 2.457 2.113 0.08
H 3.933 0.818 3.045 0.11
H 4.867 0.621 1.522 0.10
H 5.968 2.231 3.083 0.02
H 5.621 2.894 1.484 0.09
H 4.635 3.218 2.993 0.06
C -6.745 -3.504 4.561 -0.11
C -7.568 -3.561 3.247 -0.26
C -6.884 -3.964 1.948 -0.22
C -5.695 -3.041 1.474 -0.20
C -5.007 -3.593 0.208 -0.27
C -3.712 -2.938 -0.182 -0.11
H -7.447 -3.756 5.402 0.08
H -6.447 -2.488 4.761 0.05
H -5.874 -4.137 4.696 0.06
H -8.234 -4.381 3.373 0.08
H -8.014 -2.550 3.116 0.12
H -7.640 -4.035 1.160 0.11
H -6.548 -4.991 2.037 0.10
H -6.096 -2.044 1.325 0.10
H -4.976 -2.906 2.258 0.09
H -4.885 -4.659 0.427 0.10
H -5.782 -3.565 -0.580 0.11
H -3.259 -3.504 -1.019 0.07
H -3.810 -1.951 -0.562 0.05
H -2.985 -3.057 0.644 0.07
```

Results
E_tot, eV: -72779.559
SMILES: c1ccncc1.c1ccncc1.c1ccncc1.c1ccncc1.c1ccncc1.c1ccncc1.CCCCCC.CCCCCC.CCCCCC.CCCCCC.CCCCCC
HOMO level, eV: -9.3
Net charge: 0


No. 3
ORCA calculation (ωB97M-V with the def2-TZVPD basis set) on a structure of composition C31H25GeN5PtSe.

Geometry as XYZ:
```
64
Properties=species:S:1:pos:R:3:lowdin_charge:R:1
Pt -1.528 -0.558 -0.347 1.06
C 1.071 0.180 -3.019 -0.24
Ge 0.699 -0.756 -1.313 0.86
C 1.009 -2.678 -1.698 -0.31
C 0.839 -3.686 -0.749 -0.13
C 1.089 -5.010 -1.071 -0.08
C 1.494 -5.352 -2.353 -0.07
C 1.648 -4.362 -3.311 -0.07
C 1.395 -3.036 -2.989 -0.11
C 1.750 -0.241 0.303 -0.26
C 1.513 -1.035 1.405 -0.16
C 2.192 -0.850 2.621 -0.07
C 3.087 0.176 2.749 -0.02
C 3.341 1.045 1.663 -0.16
C 4.254 2.118 1.786 -0.03
C 4.505 2.951 0.733 -0.07
C 3.852 2.747 -0.497 -0.06
C 2.964 1.718 -0.646 -0.04
C 2.676 0.836 0.422 -0.18
H 2.120 0.061 -3.289 0.04
H 0.831 1.241 -2.974 0.00
H 0.453 -0.268 -3.797 0.03
H 0.511 -3.453 0.255 0.07
H 0.958 -5.776 -0.318 0.11
H 1.677 -6.388 -2.609 0.11
H 1.961 -4.617 -4.315 0.11
H 1.521 -2.282 -3.755 0.08
H 0.795 -1.844 1.339 0.06
H 2.011 -1.526 3.447 0.11
H 3.619 0.332 3.679 0.12
H 4.757 2.265 2.734 0.12
H 5.205 3.770 0.838 0.11
H 4.059 3.408 -1.328 0.11
H 2.468 1.562 -1.595 0.07
N -1.871 -0.661 7.207 0.20
C -1.857 -0.595 6.061 -0.15
C -1.842 -0.519 4.631 -0.19
C -2.499 -1.483 3.868 0.03
C -2.447 -1.379 2.492 -0.10
N -1.795 -0.390 1.876 -0.07
C -1.164 0.534 2.602 -0.11
C -1.167 0.512 3.982 0.02
H -3.034 -2.293 4.341 0.14
H -2.944 -2.109 1.865 0.08
H -0.645 1.312 2.058 0.12
H -0.649 1.273 4.547 0.13
Se -2.914 -4.791 0.183 0.72
C -2.793 -3.214 -0.523 -0.97
N -2.738 -2.132 -1.013 -0.13
N -4.521 2.245 -1.450 0.15
C -4.098 1.200 -0.718 -0.13
N -2.795 1.217 -0.552 -0.05
C -2.320 2.333 -1.232 -0.23
C -1.026 2.823 -1.385 -0.03
C -0.866 3.962 -2.146 -0.06
C -1.963 4.605 -2.738 -0.06
C -3.252 4.142 -2.575 0.00
C -3.412 2.996 -1.806 -0.18
H -5.476 2.446 -1.693 0.17
H -4.754 0.445 -0.314 0.14
H -0.189 2.327 -0.907 0.09
H 0.122 4.373 -2.298 0.11
H -1.791 5.492 -3.332 0.11
H -4.098 4.641 -3.030 0.12
```

Results
E_tot, eV: -165104.184
HOMO level (spin up / spin down), eV: -10.4 / -10.7
Multiplicity: 4
Net charge: +1
Expectation value of S²: 3.78


No. 4
ORCA calculation (ωB97M-V with the def2-TZVPD basis set) on a structure of composition C4H9N3O.

Geometry as XYZ:
```
17
Properties=species:S:1:pos:R:3:lowdin_charge:R:1
C 0.594 -0.266 0.104 -0.41
C -0.994 1.332 -0.363 -0.11
C -1.656 0.170 0.552 -0.15
C -0.792 -0.953 0.416 -0.33
H 2.667 0.831 0.076 0.09
H 3.573 -0.742 0.768 0.21
H 1.042 1.352 -1.056 0.16
H -1.220 2.362 -0.215 0.08
H -1.240 1.106 -1.452 0.12
H -2.023 0.553 1.597 0.15
H -2.586 0.029 0.022 0.10
H -0.569 -1.666 1.334 0.18
H -0.563 -2.353 -0.963 0.07
N 2.811 -0.253 -0.227 -0.06
N 1.659 -0.859 0.189 -0.11
N 0.541 1.130 -0.091 0.01
O -1.246 -1.773 -0.693 -0.02
```

Results
E_tot, eV: -10807.863
HOMO level, eV: -8.9
Energy relative to the best compared isomer or geometry (same formula, charge and spin), kJ/mol: 443.7
Net charge: 0


No. 5
ORCA calculation (ωB97M-V with the def2-TZVPD basis set) on a cluster of 2 separate species, C4H13NO3 in total.

Geometry as XYZ:
```
21
Properties=species:S:1:pos:R:3:lowdin_charge:R:1
C 1.745 -0.054 -1.883 -0.07
C 0.614 -0.138 -0.929 -0.41
O 0.311 -1.485 -0.618 -0.05
C 1.112 0.474 0.414 -0.17
N 0.035 0.884 1.356 -0.08
C -0.595 -0.072 2.204 -0.36
O -1.488 -0.889 1.543 -0.10
H 2.517 0.745 -1.852 0.08
H 1.464 0.268 -2.959 0.10
H 2.137 -1.053 -2.254 0.10
H -0.381 0.149 -1.171 0.12
H 0.961 -2.002 -0.259 0.05
H 1.863 1.340 0.342 0.13
H 1.724 -0.300 1.053 0.15
H -0.660 1.540 0.845 0.15
H 0.139 -0.719 2.800 0.14
H -1.115 0.544 2.901 0.10
H -1.326 -1.296 0.590 0.14
O -3.071 1.044 -0.873 -0.06
H -2.373 0.752 -0.254 0.00
H -3.612 0.267 -0.994 0.03
```

Results
E_tot, eV: -11989.129
SMILES: C[C@@H](O)CNCO.O
HOMO level, eV: -8.9
Energy relative to the best compared isomer or geometry (same formula, charge and spin), kJ/mol: 322.4
Net charge: 0